Record 1
15
Properties=species:S:1:pos:R:3:forces:R:3 method="wB97M-V/def2-TZVPD" lumo_ev=0.76 smiles=N#C[C@@H](N)CCO spin_multiplicity=1 e_above_lowest_kj_mol=161.1 homo_lumo_gap_ev=11.0
N -0.62550 2.32670 1.02568 0.0 -1.1 -0.3
C -0.69448 1.20537 0.74742 0.1 1.0 0.2
C -0.78999 -0.24152 0.44683 0.2 0.1 0.1
N -2.09511 -0.46944 -0.17006 -0.1 -0.2 0.1
C 0.34150 -0.73970 -0.48616 0.0 0.0 0.0
C 1.52429 0.21356 -0.62414 -0.1 -0.1 -0.3
O 2.09908 0.50895 0.63531 0.0 0.3 0.1
H -0.66973 -0.73994 1.42125 0.0 0.1 -0.1
H -2.18501 -1.45041 -0.41587 0.0 0.1 0.0
H -2.83556 -0.25369 0.49184 0.0 0.0 -0.1
H -0.08665 -0.91767 -1.47939 0.0 0.1 0.1
H 0.70507 -1.69900 -0.10092 -0.1 0.1 -0.1
H 1.20608 1.12731 -1.14396 0.1 -0.1 0.1
H 2.28968 -0.26664 -1.24590 -0.1 0.1 0.1
H 1.81633 1.39612 0.89804 0.1 -0.3 0.0

---

Record 2
15
Properties=species:S:1:pos:R:3:forces:R:3 method="wB97M-V/def2-TZVPD" lumo_ev="-0.52 / -0.53" spin_multiplicity=1 e_above_lowest_kj_mol=616.7 homo_lumo_gap_ev="8.1 / 8.1"
C 0.46072 -0.31404 -0.98896 0.0 -0.7 0.3
C 1.13538 0.43373 0.20579 -0.4 -1.6 1.7
C -1.00959 -0.67331 -1.23072 1.2 -1.7 -1.6
C 0.21974 0.84502 1.36855 0.6 -0.6 1.5
N 2.63788 1.36499 -1.92662 -0.6 -0.4 3.3
N 0.97109 1.02240 -1.00643 1.0 2.3 -3.9
O 3.44628 1.50514 -1.10631 -1.5 -0.3 -1.8
H 0.88479 -1.15268 -1.53551 1.7 0.4 0.4
H 2.18146 0.21042 0.54752 -0.8 -0.3 -0.5
H -1.71060 -0.12414 -0.70714 -1.5 0.8 1.5
H -1.09531 -1.81372 -1.16124 -0.2 1.6 0.6
H -1.27381 -0.52530 -2.29403 0.4 0.3 0.2
H -0.07162 -0.14915 1.83874 0.7 1.3 0.2
H -0.75444 1.21900 1.08331 0.1 0.5 -0.6
H 0.69456 1.59876 2.11872 -0.7 -1.5 -1.2

---

Record 3
15
Properties=species:S:1:pos:R:3:forces:R:3 method="wB97M-V/def2-TZVPD" lumo_ev=-0.14 spin_multiplicity=1 e_above_lowest_kj_mol=425.6 homo_lumo_gap_ev=8.8
C 0.11366 1.45056 1.08931 -0.9 -0.3 0.1
N -0.09709 1.76761 -0.16387 0.5 0.1 0.0
C 0.02731 -0.73919 2.20243 -0.1 0.1 -0.1
N -0.07221 -0.08679 1.13004 0.0 0.2 -0.6
O 0.28799 2.02884 2.13808 0.3 -0.2 -0.1
H 0.03166 2.74273 -0.39996 -0.1 0.0 0.2
H -0.29454 0.68327 -0.98027 -0.3 -0.8 -0.1
H -0.10130 -1.81827 2.20220 0.0 0.1 -0.1
H 0.21912 -0.20750 3.13308 0.1 0.1 -0.1
C -0.54147 -0.54957 -1.52663 0.3 0.5 -0.3
C 0.46519 -1.16327 -2.15621 -0.1 0.0 0.1
H 0.32885 -1.89616 -2.94789 0.0 0.0 0.0
H -1.55589 -0.79672 -1.84266 0.0 0.0 0.0
H -0.31139 -0.47788 0.02997 0.4 0.4 1.0
H 1.50012 -0.93765 -1.90762 0.0 0.0 0.0

---

Record 4
15
Properties=species:S:1:pos:R:3:forces:R:3 method="wB97M-V/def2-TZVPD" lumo_ev="0.98 / 0.98" spin_multiplicity=1 e_above_lowest_kj_mol=466.9 homo_lumo_gap_ev="8.0 / 8.0"
C -0.88528 1.24439 0.33716 0.2 0.1 0.0
C -1.50271 0.17604 0.84837 -0.2 0.1 0.6
C 0.41118 1.02859 -0.41901 -0.1 0.1 0.0
C 0.86127 -0.39197 -0.28146 -2.4 -1.1 0.7
N -1.03495 -1.06837 0.54459 2.7 0.4 -1.8
N 1.05941 -1.16134 -1.39054 0.1 0.2 0.0
O -0.92543 -1.99976 1.58055 -0.3 -0.1 0.5
H -1.29580 2.23904 0.37575 -0.1 0.1 0.0
H -2.40229 0.24971 1.45595 -0.1 0.1 0.0
H 0.25980 1.24657 -1.48259 0.1 0.0 0.0
H 1.17198 1.71789 -0.03625 0.0 0.0 -0.2
H 1.49739 -0.64101 0.55690 0.0 -0.1 0.1
H 0.40173 -0.99758 -2.14076 0.0 0.0 0.0
H 1.18850 -2.14659 -1.21120 0.0 0.1 0.0
H -0.67117 -1.55422 2.40280 0.1 0.2 -0.1

---

Record 5
15
Properties=species:S:1:pos:R:3:forces:R:3 method="wB97M-V/def2-TZVPD" lumo_ev=0.76 smiles="C=C/C(=N/C)NO" spin_multiplicity=1 e_above_lowest_kj_mol=378.6 homo_lumo_gap_ev=9.6
C -2.05087 -1.49612 0.00489 0.6 0.6 -0.4
C -1.58770 -0.22275 0.00724 0.0 -1.3 -0.2
C -0.11872 0.05243 -0.00778 0.9 -0.5 0.3
N 0.72818 -0.91395 -0.01978 -0.7 1.0 0.2
C 2.14501 -0.61971 -0.00789 0.0 -0.6 -0.4
N 0.27795 1.41585 0.10765 -0.9 -1.6 0.8
O -0.75357 2.30627 -0.14720 -0.2 2.4 1.9
H -3.11525 -1.77661 -0.03519 0.6 0.5 0.1
H -1.31258 -2.32140 -0.06753 -0.6 0.6 0.3
H -2.19445 0.66790 -0.04069 -0.4 -0.3 0.2
H 2.66744 -1.57436 -0.06912 0.1 0.1 -0.2
H 2.55735 -0.13061 0.86454 -0.4 0.4 0.6
H 2.42081 -0.00433 -0.86177 0.2 0.1 -0.3
H 1.07551 1.70003 -0.40061 1.0 0.0 -0.7
H -0.73909 2.91735 0.67321 -0.2 -1.4 -2.0

---

Record 6
15
Properties=species:S:1:pos:R:3:forces:R:3 method="wB97M-V/def2-TZVPD" lumo_ev=0.83 spin_multiplicity=1 e_above_lowest_kj_mol=120.0 homo_lumo_gap_ev=10.2
H -0.78318 0.22006 1.76307 0.1 -0.1 0.0
N 0.11777 0.23923 1.28560 -0.2 0.0 -0.2
C -0.00397 0.07583 0.02373 -0.1 0.1 0.1
N -1.12339 -0.20816 -0.71352 0.2 0.1 0.1
C -2.44434 -0.03977 -0.14869 -0.1 0.0 0.1
C 1.26573 0.28900 -0.78492 0.1 0.2 -0.2
C 2.53609 -0.35037 -0.28097 0.0 0.0 0.0
O 1.22303 1.00805 -1.76146 0.0 -0.5 0.2
H -1.02859 -0.11525 -1.71451 0.0 0.1 0.2
H -3.18730 -0.52486 -0.78482 0.1 0.1 0.0
H -2.71397 1.01848 -0.02701 0.0 -0.1 0.0
H -2.49264 -0.52414 0.83155 0.0 0.0 -0.1
H 2.33411 -1.29130 0.23654 0.0 0.2 -0.1
H 3.21592 -0.51335 -1.12132 -0.1 0.1 0.1
H 3.02227 0.31848 0.43729 -0.1 -0.1 -0.1

---

Record 7
15
Properties=species:S:1:pos:R:3:forces:R:3 method="wB97M-V/def2-TZVPD" lumo_ev=0.91 smiles="NN=C=CCCO" spin_multiplicity=1 e_above_lowest_kj_mol=340.2 homo_lumo_gap_ev=9.6
N -3.46365 -0.39201 -0.11611 -0.3 0.0 0.1
N -2.49876 0.64146 -0.25654 0.7 0.0 0.2
C -1.38246 0.40351 0.20994 -0.3 0.0 -0.1
C -0.15796 0.13582 0.58283 -0.2 0.1 -0.1
C 0.80429 -0.50785 -0.38789 0.0 -0.1 0.0
C 2.14822 0.19991 -0.40434 -0.2 0.0 -0.4
O 2.71373 0.08868 0.88973 0.3 0.2 0.1
H -4.30413 -0.03684 -0.55821 0.0 0.0 0.2
H -3.65848 -0.51563 0.87697 0.0 -0.1 -0.2
H 0.18460 0.36893 1.58792 -0.1 0.0 -0.2
H 0.37427 -0.49008 -1.39689 0.1 0.0 0.2
H 0.96476 -1.55739 -0.11351 0.0 0.1 0.0
H 1.99658 1.25369 -0.68109 0.1 -0.1 0.1
H 2.79768 -0.26244 -1.16421 -0.1 0.1 0.2
H 3.48130 0.67022 0.93140 -0.1 -0.1 0.1

---

Record 8
15
Properties=species:S:1:pos:R:3:forces:R:3 method="wB97M-V/def2-TZVPD" lumo_ev=0.60 spin_multiplicity=1 e_above_lowest_kj_mol=417.8 homo_lumo_gap_ev=9.2
C 1.83607 -0.29283 0.58528 0.0 -0.1 0.0
C 1.55389 -1.46645 -0.32100 -0.4 0.2 0.3
O 0.25116 -1.68069 -0.50628 0.4 0.0 -0.1
C -0.73934 -0.75220 -0.13953 -0.4 0.1 0.2
N -1.69273 -1.02267 0.63226 0.5 -0.1 -0.2
C -0.65480 0.55852 -0.87589 0.1 -0.1 -0.2
N -0.94125 1.64844 0.03478 -0.2 0.1 0.0
H 1.00353 0.18737 1.11696 0.1 -0.1 -0.1
H 2.38750 0.47808 0.03019 0.0 -0.2 -0.1
H 2.56274 -0.67696 1.30725 0.0 0.0 0.0
H 0.33905 0.68200 -1.31096 -0.1 0.0 0.1
H -1.62119 -1.96307 1.02197 0.0 0.1 0.0
H -1.35131 0.46594 -1.72019 0.0 0.0 0.0
H -1.22185 2.47198 -0.48634 0.0 -0.1 0.2
H -1.71148 1.36254 0.63149 0.0 0.2 0.0

---

Record 9
15
Properties=species:S:1:pos:R:3:forces:R:3 method="wB97M-V/def2-TZVPD" lumo_ev=0.88 smiles="CNC=C=N.C=O" spin_multiplicity=1 e_above_lowest_kj_mol=350.0 homo_lumo_gap_ev=9.2
C -2.18297 1.23749 0.29062 -0.2 0.1 0.0
N -0.77094 0.87289 0.24270 0.1 -0.1 0.2
C -0.52718 -0.37512 -0.39395 0.1 -0.2 -0.1
C 0.00853 -1.42424 0.20108 0.2 -0.2 0.2
N 0.56027 -2.36600 0.76481 -0.3 0.5 -0.3
H -2.56226 1.32812 -0.73275 0.0 0.0 0.1
H -2.80741 0.50305 0.82189 0.1 0.1 -0.1
H -2.28448 2.21317 0.77486 0.0 -0.1 -0.1
H -0.37714 0.87279 1.17749 0.0 0.0 -0.1
H -0.80112 -0.44173 -1.44369 0.0 -0.1 0.2
H 1.58600 -2.28888 0.71595 -0.1 0.0 0.0
C 2.39020 0.00113 -0.66040 0.2 -0.3 0.2
O 2.95790 -0.90536 -0.09077 -0.2 0.5 -0.3
H 2.04614 0.91143 -0.13524 0.1 -0.1 0.0
H 2.20421 -0.01706 -1.75057 0.1 -0.1 0.1

---

Record 10
15
Properties=species:S:1:pos:R:3:forces:R:3 method="wB97M-V/def2-TZVPD" lumo_ev=0.99 smiles=C1CN2N[C@H]2CO1 spin_multiplicity=1 e_above_lowest_kj_mol=435.0 homo_lumo_gap_ev=9.8
C -1.20609 -0.52528 -0.03998 2.0 -1.6 -1.6
C 0.18711 -1.37504 -0.21240 -2.9 0.7 0.0
N 1.33631 -0.71797 0.37485 0.8 -0.4 -0.4
N 1.95660 0.08347 -0.74126 1.3 0.2 1.2
C 1.25751 0.70509 0.39438 -0.1 -0.5 -2.1
C 0.00278 1.43352 0.11829 -0.7 0.2 -0.3
O -1.02830 0.77578 -0.57695 -0.4 -1.4 0.2
H -1.95958 -1.11542 -0.59103 0.2 0.7 0.1
H -1.51396 -0.42260 0.96563 -0.2 -0.2 1.4
H 0.00470 -2.42968 0.09195 0.5 0.8 0.2
H 0.42069 -1.35726 -1.27868 -0.8 -0.7 0.0
H 1.45392 -0.05351 -1.63912 -0.3 0.6 1.2
H 1.89039 1.26363 1.06155 0.4 -0.2 0.4
H -0.33508 1.96751 0.98703 -0.5 0.0 0.8
H 0.22546 2.14926 -0.60322 0.9 1.9 -0.9

---

Record 11
15
Properties=species:S:1:pos:R:3:forces:R:3 method="wB97M-V/def2-TZVPD" lumo_ev=0.96 smiles="[H]/N=C/[C@@]1(N)O[C@@H]1C" spin_multiplicity=1 e_above_lowest_kj_mol=216.3 homo_lumo_gap_ev=10.3
H -2.48944 2.17872 -1.33037 0.0 -0.1 0.1
N -2.09338 1.60192 -0.58859 0.3 -0.2 -0.3
C -1.17588 0.84443 -1.02824 -0.2 0.2 0.1
C -0.44175 -0.06789 -0.10128 -0.1 0.2 0.0
N -0.90173 -0.05473 1.24422 -0.1 -0.1 -0.1
O -0.10268 -1.33017 -0.66606 -0.1 -0.1 0.0
C 0.95828 -0.39719 -0.42850 0.3 0.1 0.0
C 1.94337 -0.70668 0.66239 0.0 0.0 0.1
H -0.84420 0.80116 -2.07239 -0.1 0.0 0.1
H -1.04822 -1.00681 1.55894 0.0 0.1 0.0
H -1.77854 0.45773 1.28800 0.1 0.0 0.0
H 1.38483 -0.00271 -1.35457 -0.1 0.0 0.1
H 1.43017 -0.80507 1.62267 0.1 0.0 -0.1
H 2.66341 0.11420 0.74537 -0.1 -0.1 0.0
H 2.49575 -1.62691 0.44841 -0.1 0.1 0.0

---

Record 12
15
Properties=species:S:1:pos:R:3:forces:R:3 method="wB97M-V/def2-TZVPD" lumo_ev="0.52 / 0.52" smiles="C/C=N/CC(N)=O" spin_multiplicity=1 e_above_lowest_kj_mol=318.8 homo_lumo_gap_ev="9.1 / 9.1"
C -2.10726 -0.31078 -0.61609 0.4 -0.4 -0.4
C -0.89690 0.53430 -0.36458 -2.1 1.2 5.7
N -0.34537 0.36681 0.86390 -1.9 0.0 -2.5
C 0.97057 0.97566 0.88009 -0.2 -0.1 0.7
C 1.43489 -0.02557 -0.12379 -0.9 0.1 -4.6
N 1.88034 -1.23593 0.23423 0.6 0.8 0.6
O 1.01249 0.21607 -1.31841 2.7 -1.2 1.9
H -2.95605 0.10175 -0.06844 0.0 0.3 -0.1
H -2.35956 -0.34386 -1.67545 0.0 -0.1 0.0
H -1.95851 -1.31071 -0.21201 0.1 -0.1 -0.2
H -1.02153 1.56875 -0.72203 1.2 -0.4 -0.9
H 1.45693 0.89210 1.85148 -0.1 0.1 0.1
H 1.00897 2.00934 0.49946 0.3 -0.3 -0.1
H 1.83885 -1.47306 1.21253 0.3 0.0 0.0
H 2.04216 -1.96486 -0.44089 -0.3 0.2 -0.1

---

Record 13
15
Properties=species:S:1:pos:R:3:forces:R:3 method="wB97M-V/def2-TZVPD" lumo_ev=0.95 spin_multiplicity=1 e_above_lowest_kj_mol=357.2 homo_lumo_gap_ev=10.4
N 2.08782 0.78269 0.12136 0.0 0.0 0.2
C 0.67718 0.64392 0.41424 -0.1 0.0 0.0
C -0.30408 1.08189 -0.70008 0.1 0.4 -0.2
C -1.28034 -0.01137 -0.25592 -0.1 0.0 0.1
C -0.07682 -0.68216 0.35263 -0.3 -0.3 -0.1
N 0.10216 -1.93026 0.49025 -0.1 0.5 -0.1
O -1.15929 -2.49185 0.14118 0.0 -0.5 0.1
H 2.27820 1.77121 -0.03802 0.0 -0.2 0.0
H 2.65031 0.51568 0.92384 0.0 -0.1 -0.1
H 0.36142 1.13548 1.35320 0.1 -0.1 -0.1
H 0.14100 0.80649 -1.65964 -0.1 0.1 0.0
H -0.65317 2.11276 -0.72989 0.1 0.0 0.1
H -1.82629 -0.58000 -1.00787 0.1 0.1 0.1
H -1.96919 0.28416 0.53797 -0.1 0.2 -0.1
H -1.02891 -3.43863 0.05676 0.4 -0.1 0.2

---

Record 14
15
Properties=species:S:1:pos:R:3:forces:R:3 method="wB97M-V/def2-TZVPD" lumo_ev=-0.15 spin_multiplicity=1 e_above_lowest_kj_mol=694.1 homo_lumo_gap_ev=9.2
C -1.72422 -1.03810 -0.30458 -2.9 -4.4 4.3
C 0.65957 -0.69309 0.01209 -5.1 0.6 1.0
C 0.16584 0.79390 -0.03880 2.3 5.4 -3.3
C -1.21176 1.37574 0.45708 -0.6 1.6 2.9
H -2.26720 -0.33696 0.78283 1.4 -4.2 -2.9
H -1.64264 -0.26743 -0.94192 -0.5 1.9 -3.0
H -2.70082 -2.00395 -0.68977 3.6 3.0 1.2
H 2.48283 -0.14723 -0.11143 2.0 3.8 -1.9
H 2.51196 -1.66759 0.09533 -1.8 1.4 1.2
H -2.21361 0.85613 0.23711 2.1 2.3 -0.3
H -1.37905 2.61673 0.37298 1.2 -3.6 0.2
H -1.10788 1.00759 1.60747 -0.3 1.5 -2.0
N -0.34011 -1.56658 -0.04316 1.8 1.0 0.1
N 1.98970 -0.76045 0.39861 -0.8 -5.8 0.1
O 0.92908 1.70014 -0.57443 -2.6 -4.3 2.3

---

Record 15
15
Properties=species:S:1:pos:R:3:forces:R:3 method="wB97M-V/def2-TZVPD" lumo_ev=0.15 spin_multiplicity=1 e_above_lowest_kj_mol=156.8 homo_lumo_gap_ev=9.8
H 1.76895 1.56113 0.16884 -0.1 0.5 -0.2
N 0.85890 1.54694 -0.30913 -0.1 -0.4 0.1
C 0.53298 0.32225 -0.24999 0.2 0.2 0.1
N 1.35794 -0.61247 0.42818 0.0 -0.2 -0.2
C 0.91323 -0.89576 1.79651 -0.1 0.0 0.2
C -0.76045 -0.18091 -0.87515 -0.2 -0.3 0.0
C -1.69439 0.80808 -1.52410 0.0 0.0 0.0
O -1.00114 -1.36983 -0.80887 0.1 0.5 -0.1
H 1.39413 -1.47978 -0.09431 -0.2 -0.1 0.0
H 0.03332 -1.55137 1.82487 0.1 0.1 0.0
H 0.66434 0.04367 2.30026 0.1 -0.1 -0.1
H 1.73183 -1.36511 2.34926 -0.1 0.0 -0.1
H -1.14998 1.53052 -2.13649 0.0 -0.1 0.1
H -2.43041 0.26427 -2.12118 0.1 0.1 0.1
H -2.21925 1.37838 -0.74870 0.1 -0.1 -0.1

---

Record 16
15
Properties=species:S:1:pos:R:3:forces:R:3 method="wB97M-V/def2-TZVPD" lumo_ev=0.98 smiles=Cc1c[nH]cn1.O spin_multiplicity=1 e_above_lowest_kj_mol=259.4 homo_lumo_gap_ev=9.5
C -1.39127 -0.44059 -0.74878 -1.4 -1.4 -1.6
C -0.21844 0.40652 -0.45556 -1.7 3.3 -0.7
C -0.09324 1.52109 -1.27027 0.6 1.9 1.1
N 0.55994 2.45185 -0.41615 -1.1 1.7 -2.6
C 0.62185 2.00208 0.84272 1.3 -2.8 -2.4
N 0.27053 0.69231 0.76882 0.1 0.6 3.1
H -1.21784 -1.45471 -0.43457 -0.5 -0.5 0.8
H -2.47503 -0.02990 -0.47715 2.6 -0.8 -0.1
H -1.40517 -0.61376 -1.86472 -0.2 0.5 0.9
H -0.76076 1.92262 -2.08734 1.4 -0.9 0.7
H 0.92376 3.36389 -0.71982 -0.6 -0.7 0.3
H 1.24523 2.61843 1.49565 -0.5 -0.9 0.6
O 1.30481 -3.77807 1.78289 -1.1 0.7 2.4
H 1.64561 -4.28370 1.08256 0.6 -1.3 -1.2
H 0.99004 -4.37806 2.50172 0.5 0.6 -1.2

---

Record 17
15
Properties=species:S:1:pos:R:3:forces:R:3 method="wB97M-V/def2-TZVPD" lumo_ev=0.60 spin_multiplicity=1 e_above_lowest_kj_mol=113.0 homo_lumo_gap_ev=9.9
H 0.08173 2.15885 -0.04137 -0.1 -0.1 0.1
N -0.61081 1.41260 0.04601 0.3 -0.2 -0.1
C -0.10573 0.27804 -0.26091 0.1 0.1 0.0
N 1.18422 -0.04150 -0.57574 -0.2 -0.1 0.1
C 2.31361 0.66543 -0.01508 0.1 0.1 0.0
C -1.01524 -0.94357 -0.24988 0.0 -0.4 -0.1
C -2.35493 -0.79962 0.41228 -0.1 -0.1 0.0
O -0.60879 -1.98886 -0.71775 -0.2 0.4 0.2
H 1.30421 -1.01645 -0.81185 0.0 0.1 0.1
H 3.04012 -0.06155 0.35984 0.0 0.1 -0.1
H 1.98274 1.27586 0.83407 0.1 -0.1 -0.1
H 2.81785 1.31575 -0.73734 -0.1 0.0 0.1
H -2.94820 -0.02555 -0.08087 0.1 -0.1 0.0
H -2.86982 -1.76154 0.39268 0.1 0.1 0.0
H -2.21097 -0.46788 1.44591 0.0 0.0 -0.2